Version one
One molecule with the formula C2H3F2OP. Source: the Open Molecules 2025 dataset; level of theory: ωB97M-V/def2-TZVPD.

For the LUMO energy, the calculation gives -1.02 eV. Its SMILES is CC(F)(F)P=O. The calculation puts the orbital gap at 0.3026 Eh. As for the spin multiplicity: 1.

Last column: natural (NBO) charge in e.
Positions of all 9 atoms, in Å:
F -1.088 0.905 1.966  -0.3379
P 1.604 1.540 2.145  1.2616
H 0.805 -0.463 0.525  0.2067
C -0.157 1.333 1.135  0.3920
C 0.094 0.232 0.036  -0.7032
F -0.589 2.427 0.579  -0.3347
O 1.322 1.893 3.474  -0.9621
H 0.467 0.575 -0.963  0.2389
H -0.918 -0.247 -0.033  0.2386

Version two
One molecule with the formula C2H3F2OP. Source: the Open Molecules 2025 dataset; level of theory: ωB97M-V/def2-TZVPD.

For the LUMO energy (alpha / beta), the calculation gives -0.43 / -0.43 eV. Its SMILES is O=C[PH2]=C(F)F. The calculation puts the orbital gap (alpha / beta) at 0.2733 / 0.2733 Eh. As for the spin multiplicity: 1.

Last column: natural (NBO) charge in e.
Positions of all 9 atoms, in Å:
C -1.503 0.814 -0.169  0.2207
C 0.925 -1.171 0.873  0.1808
F 2.297 -1.146 0.810  -0.3780
H -2.092 0.949 0.725  0.1625
O -1.975 1.281 -1.145  -0.4600
F 0.655 -2.425 0.521  -0.3571
P 0.301 0.138 -0.292  0.6584
H 0.457 0.348 -1.638  -0.0551
H 0.934 1.213 0.317  0.0277

Stability ranking, top and bottom: version one is the most stable and version two is the least stable.

Version one
A 2-piece molecular cluster, C5H13NO2 overall. Source: the Open Molecules 2025 dataset; level of theory: ωB97M-V/def2-TZVPD.

For the LUMO energy (alpha / beta), the calculation gives -5.07 / -9.56 eV. The calculation puts the orbital gap (alpha / beta) at 0.3232 / 0.1581 Eh. The total charge is +1. As for the spin multiplicity: 2.

Last column: Löwdin spin population.
Positions of all 21 atoms, in Å:
C -1.390 -0.553 -0.984  0.0090
H -2.358 1.188 -2.119  0.0001
H 0.443 -1.989 1.933  0.0408
H 0.312 0.415 -0.614  0.0008
H -2.932 -0.263 -2.344  0.0024
H -1.314 -0.145 1.951  0.0008
H -0.797 -1.005 -1.791  0.0011
H -3.430 0.563 -0.808  -0.0001
H 4.834 -0.354 -1.003  0.0000
H -1.980 -1.337 -0.335  0.0000
H -0.162 1.234 3.104  0.0240
C -0.526 0.501 -0.108  0.0344
C 0.764 -0.909 1.701  0.0873
H 4.386 -0.896 -2.288  0.0000
H 0.925 1.568 2.078  0.0216
C -2.501 0.351 -1.568  0.0054
O 5.130 -0.658 -1.819  0.0000
H -0.994 1.527 -0.197  0.0013
N -0.041 1.339 2.164  0.5560
C -0.331 0.067 1.383  0.0843
O 1.960 -0.645 1.665  0.1308

Version two
A 2-piece molecular cluster, C5H13NO2 overall. Source: the Open Molecules 2025 dataset; level of theory: ωB97M-V/def2-TZVPD.

For the LUMO energy (alpha / beta), the calculation gives -3.87 / -9.35 eV. The calculation puts the orbital gap (alpha / beta) at 0.3939 / 0.1927 Eh. The total charge is +1. As for the spin multiplicity: 2.

Last column: Löwdin spin population.
Positions of all 21 atoms, in Å:
O 1.537 -0.075 -3.603  0.0000
H -0.197 -3.715 -1.138  0.0019
C 0.581 2.324 0.941  0.0035
H 0.755 3.496 1.180  0.0019
H 2.351 -0.470 -4.136  0.0000
H 1.545 1.827 1.263  0.0005
H 0.304 -2.144 -1.575  0.0046
H -0.707 1.421 2.501  0.0002
H 0.460 2.239 -0.157  0.0004
H 0.021 -1.015 1.988  -0.0019
C -0.238 -0.920 0.905  0.1026
H 1.617 0.920 -3.721  0.0000
C -0.638 -2.374 0.383  0.1036
N -0.106 -2.803 -0.859  0.1052
C -0.648 1.651 1.505  0.0238
C -1.077 0.327 0.742  0.0233
H -2.116 0.245 1.190  0.0077
H -1.236 0.526 -0.268  -0.0001
H -1.570 2.290 1.400  0.0013
O -1.366 -3.074 0.954  0.6033
H 0.727 -0.675 0.503  0.0182

Version three
C5H13NO2 as an isolated structure. Source: the Open Molecules 2025 dataset; level of theory: ωB97M-V/def2-TZVPD.

For the LUMO energy (alpha / beta), the calculation gives -6.36 / -7.46 eV. The calculation puts the orbital gap (alpha / beta) at 0.2950 / 0.2538 Eh. The total charge is +1. As for the spin multiplicity: 2.

Last column: Löwdin spin population.
Positions of all 21 atoms, in Å:
C -1.673 0.955 -2.841  0.0010
C 1.370 1.001 0.678  -0.0010
H 0.954 0.635 1.583  -0.0007
H -1.777 0.994 -4.074  0.0000
H -0.112 -0.051 3.645  0.0098
C -0.100 0.287 -1.040  -0.0004
H 0.414 -1.207 2.306  0.0272
H 0.836 -2.790 1.772  0.0034
H -0.853 -0.862 0.555  0.0007
H 1.490 -0.765 -0.385  0.0016
O 0.971 -1.877 1.570  0.3297
O -0.440 -0.539 2.889  0.6222
H -2.146 0.028 -0.375  0.0000
N 1.367 0.238 -0.594  0.0023
H 0.187 -0.054 -3.183  0.0000
H -1.198 0.897 0.737  0.0016
C -0.480 0.360 -2.379  0.0000
H 2.388 1.518 0.694  0.0000
C -1.140 0.088 0.061  0.0024
H -2.471 1.368 -2.112  0.0000
H 0.610 1.811 0.450  0.0000

Stability ranking, top and bottom: version two is the most stable and version three is the least stable.

Version one
One molecule with the formula C4H6O5. Source: the Open Molecules 2025 dataset; level of theory: ωB97M-V/def2-TZVPD.

For the LUMO energy, the calculation gives 0.19 eV. Its SMILES is CC(=O)OCOC(=O)O. The calculation puts the orbital gap at 0.4140 Eh. As for the spin multiplicity: 1.

Last column: natural (NBO) charge in e.
Positions of all 15 atoms, in Å:
O -2.381 -1.409 -1.171  -0.5266
O 0.367 0.841 -0.966  -0.5353
H 1.274 -1.327 0.141  0.2247
C 2.083 -0.690 -0.179  -0.7303
O -1.857 0.676 -0.518  -0.5100
H 2.816 -0.659 0.607  0.2399
H -2.077 -0.584 1.630  0.4884
H -0.638 1.990 0.427  0.1837
O 2.260 1.684 -0.066  -0.5236
C -0.610 0.985 0.035  0.2314
C 1.612 0.717 -0.379  0.7977
C -2.272 -0.605 -0.287  0.9674
O -2.708 -0.854 0.961  -0.6838
H -0.377 0.305 0.856  0.1200
H 2.507 -1.070 -1.093  0.2564

Version two
A 2-piece molecular cluster, C4H6O5 overall. Source: the Open Molecules 2025 dataset; level of theory: ωB97M-V/def2-TZVPD.

For the LUMO energy (alpha / beta), the calculation gives -0.81 / -1.34 eV. The calculation puts the orbital gap (alpha / beta) at 0.3495 / 0.3215 Eh. As for the spin multiplicity: 1.

Last column: natural (NBO) charge in e.
Positions of all 15 atoms, in Å:
H 0.823 -1.770 -2.585  0.2226
C -0.095 -1.182 -2.727  -0.6740
O 1.628 0.454 3.298  -0.1131
C -1.335 0.236 -0.951  -0.3595
O 2.356 0.920 4.369  -0.3620
C -1.318 0.710 0.431  0.7428
H 2.956 1.639 4.043  0.4571
H 0.380 -0.851 -0.680  0.2223
O -0.119 0.126 0.987  -0.2769
C -0.365 -0.572 -1.394  -0.0492
O 0.069 0.612 2.286  -0.0091
H -2.189 0.611 -1.528  0.2307
O -2.044 1.418 1.093  -0.5079
H -0.856 -1.875 -3.103  0.2382
H 0.109 -0.475 -3.541  0.2381

Stability ranking, top and bottom: version one is the most stable and version two is the least stable.